1.
ORCA calculation (ωB97M-V with the def2-TZVPD basis set) on C21H16F6N4O6PdS4 as an isolated structure.

Last column: Mulliken charge in e.
Positions of all 58 atoms, in Å:
Pd  0.56372  0.65824  1.18410  1.500
C  -4.09721  -3.59387  7.45983  -1.408
C  -3.54791  -3.08494  6.15214  1.161
C  -3.52224  -3.89828  5.02247  -0.836
C  -2.98664  -3.43898  3.82865  -0.403
C  -2.47077  -2.15406  3.74931  -0.798
C  -2.48793  -1.32978  4.86402  0.070
C  -3.02913  -1.79754  6.05367  -0.782
S  -1.76559  -1.59280  2.19354  1.387
O  -2.87200  -1.66397  1.26315  -0.788
O  -1.26624  -0.25493  2.53318  -0.784
N  -0.64930  -2.54198  1.70747  -0.495
C  0.51235  -2.76223  2.41313  0.419
C  0.58762  -3.11017  3.74792  0.132
C  1.81804  -3.35086  4.38432  -1.068
C  3.00248  -3.23820  3.71672  -0.883
C  2.98827  -2.85312  2.35617  1.321
C  4.17405  -2.59957  1.63132  -0.691
C  4.10192  -2.14017  0.35167  -0.613
C  2.82782  -1.96408  -0.22465  -0.281
N  1.70762  -2.21481  0.39936  -0.159
C  1.75867  -2.63365  1.69268  -0.245
H  -4.71926  -4.47685  7.30818  0.348
H  -4.70144  -2.83347  7.95744  0.364
H  -3.29061  -3.86941  8.14388  0.260
H  -3.92377  -4.90459  5.08101  0.269
H  -2.95807  -4.07221  2.95064  0.405
H  -2.06525  -0.33810  4.78153  0.519
H  -3.04244  -1.14982  6.92398  0.336
H  -0.32174  -3.18895  4.33107  0.277
H  1.81258  -3.61019  5.43735  0.349
H  3.95247  -3.38588  4.21659  0.299
H  5.12917  -2.73399  2.12727  0.332
H  4.98814  -1.88444  -0.21318  0.376
H  2.74395  -1.58017  -1.23747  0.352
S  -1.97273  -0.85397  -2.32138  -0.291
C  -2.30104  0.80601  -2.03305  -0.213
C  -1.52029  1.25956  -1.02715  -0.892
N  -0.69075  0.30979  -0.48843  0.653
C  -0.81350  -0.84716  -1.06938  -0.264
H  -3.02207  1.35681  -2.61056  0.454
H  -1.46812  2.26604  -0.64518  0.330
H  -0.25516  -1.72207  -0.75548  0.347
F  1.05013  0.36906  3.90658  -0.240
C  1.67132  0.92766  2.82615  0.016
F  1.97826  2.17765  3.23470  -0.214
F  2.87184  0.27253  2.76849  -0.230
S  1.94713  1.97171  -0.02284  0.901
O  1.34962  2.05731  -1.35587  -0.685
O  3.31036  1.46628  0.00992  -0.726
N  2.02071  3.47121  0.62268  -0.576
S  0.77325  4.35543  0.81481  0.891
O  1.06611  5.44987  1.70429  -0.698
O  -0.49297  3.67584  0.97864  -0.680
C  0.48774  5.30082  -0.77942  0.623
F  -0.32315  6.35091  -0.54600  -0.266
F  -0.10545  4.59001  -1.73342  -0.212
F  1.62294  5.79734  -1.28790  -0.270

Forces on atoms 1 to 2 (eV/Å):
Pd -0.45 0.41 0.56
C 0.00 0.01 -0.01

Values from the calculation:
Total charge: -2
HOMO energy (eV): -2.5
Energy above the lowest of the compared OMol25 structures with the same formula, charge and spin (kcal/mol): 7.3
HOMO-LUMO gap (eV): 6.5

=====

2.
ORCA calculation (ωB97M-V with the def2-TZVPD basis set) on C21H16MnN5O2S3Se2 as an isolated structure.

Last column: Mulliken charge in e.
Positions of all 50 atoms, in Å:
Mn  0.31115  0.15586  -0.02164  -0.308
Se  0.91262  2.37416  1.10602  0.045
Se  2.51587  1.48910  -0.41230  0.038
C  2.91278  -0.12867  0.61691  0.637
C  4.17429  -0.57761  0.90746  -0.688
C  4.27279  -1.81039  1.55855  -0.201
C  3.12129  -2.50784  1.89333  -0.975
C  1.88527  -1.97481  1.56620  0.030
N  1.79728  -0.80590  0.92326  0.327
C  -0.47497  2.67982  -0.25368  0.562
C  -1.07242  3.88763  -0.49622  -0.676
C  -2.02080  3.92625  -1.52380  -0.248
C  -2.31083  2.77214  -2.23548  -0.954
C  -1.66867  1.58930  -1.90512  -0.054
N  -0.77061  1.55207  -0.91975  0.433
H  5.05408  -0.00103  0.65347  0.508
H  5.24670  -2.21716  1.79942  0.476
H  3.17635  -3.45539  2.41109  0.499
H  0.95377  -2.47247  1.81091  0.485
H  -0.81307  4.76956  0.07450  0.519
H  -2.50989  4.86186  -1.76582  0.484
H  -3.01977  2.78694  -3.05192  0.526
H  -1.86290  0.66384  -2.43175  0.511
S  -1.16579  -0.61960  1.49652  -0.060
C  -2.87763  -0.51873  1.16197  0.337
N  -3.62824  -1.49496  1.71656  0.170
C  -4.96569  -1.49820  1.59828  -0.039
C  -5.57392  -0.48099  0.90970  -0.738
C  -4.74407  0.47552  0.33531  -0.080
N  -3.41185  0.45444  0.46289  -0.230
H  -3.13217  -2.28724  2.13367  0.319
H  -5.50976  -2.31265  2.05811  0.478
H  -6.64840  -0.42716  0.81443  0.458
H  -5.15480  1.29496  -0.24252  0.445
O  -2.30395  -3.87031  1.32280  -0.695
S  -2.38747  -4.14360  -0.09840  1.138
O  -3.65652  -4.47619  -0.63958  -0.597
N  -1.81878  -2.68957  -0.78853  -0.368
C  -0.60510  -2.83949  -1.14644  0.616
S  0.32614  -1.42404  -1.65876  -0.248
C  -0.03760  -4.19713  -1.09455  0.697
C  1.23120  -4.63503  -1.43176  -0.547
C  1.53016  -5.98520  -1.26484  -0.812
C  0.57502  -6.87264  -0.78623  -0.558
C  -0.70646  -6.43696  -0.43986  -0.656
C  -0.97547  -5.09990  -0.59355  0.137
H  1.96190  -3.94628  -1.83918  0.459
H  2.51376  -6.35478  -1.52097  0.455
H  0.82562  -7.91922  -0.67625  0.442
H  -1.44555  -7.13780  -0.07367  0.501

Forces on atoms 1 to 2 (eV/Å):
Mn -0.43 -0.74 -0.19
Se -0.17 0.49 0.08

Values from the calculation:
Total charge: +3
HOMO energy (spin up / spin down) (eV): -17.3 / -17.3
Energy above the lowest of the compared OMol25 structures with the same formula, charge and spin (kcal/mol): 4.1
HOMO-LUMO gap (spin up / spin down) (eV): 4.8 / 6.6
<S²>: 4.23
Spin multiplicity: 4

=====

3.
ORCA calculation (ωB97M-V with the def2-TZVPD basis set) on C21H16NO4PtS7 as an isolated structure at a distorted geometry.

Last column: Mulliken charge in e.
Positions of all 50 atoms, in Å:
Pt  -0.46633  1.61993  0.27953  1.044
S  6.11216  2.18219  3.11847  -0.287
C  4.58744  2.13646  2.49589  0.070
S  3.21854  1.54642  3.37211  -0.059
C  2.02606  1.84867  2.14648  0.063
C  2.48548  2.40773  0.98727  -0.023
S  1.38738  2.76040  -0.31586  -0.474
S  4.19012  2.72494  0.91912  -0.099
S  0.34229  1.42798  2.33181  -0.268
N  -2.33230  4.09761  1.40551  -0.426
C  -2.56672  2.79216  1.79077  0.873
C  -2.56981  2.34053  3.10176  -0.835
C  -2.65262  0.98023  3.37101  -0.399
C  -2.73965  0.02183  2.37007  -0.178
C  -2.78769  0.45220  1.05608  -0.084
C  -2.70704  1.82233  0.74780  -1.067
S  -2.80093  -1.72439  2.75995  1.329
O  -3.09852  -2.34767  1.47627  -0.742
O  -3.85793  -1.82587  3.75247  -0.748
O  -1.47160  -2.02000  3.27279  -0.647
H  -2.20562  4.87104  2.03425  0.173
H  -2.81046  4.39814  0.57036  0.191
H  -2.46240  3.05056  3.91139  0.301
H  -2.63541  0.64084  4.39934  0.397
H  -2.94066  -0.27840  0.27285  0.459
H  -2.95334  2.14418  -0.26492  0.510
O  -1.05828  0.64570  -1.84510  -0.642
S  0.38425  0.38051  -2.29830  0.395
C  0.32391  -0.96123  -3.47829  0.575
C  1.46727  -1.29934  -4.18100  -0.415
C  1.40942  -2.36121  -5.07045  -0.579
C  0.22164  -3.05406  -5.26199  -0.429
C  -0.92137  -2.68684  -4.56658  -0.624
C  -0.87519  -1.63014  -3.66770  -0.308
C  1.12765  -0.60004  -0.99250  0.644
C  0.32888  -1.46172  -0.25339  -0.320
C  0.89840  -2.15360  0.80168  -0.490
C  2.24699  -1.98295  1.09324  -0.584
C  3.03516  -1.13140  0.33112  -0.611
C  2.47443  -0.42731  -0.72571  -0.515
H  2.39046  -0.75318  -4.03394  0.383
H  2.29766  -2.64512  -5.61947  0.366
H  0.18658  -3.88083  -5.95939  0.372
H  -1.85010  -3.22107  -4.71723  0.385
H  -1.74788  -1.31689  -3.10945  0.402
H  -0.72891  -1.54742  -0.46584  0.312
H  0.28112  -2.78878  1.42162  0.320
H  2.67936  -2.50144  1.93896  0.407
H  4.07789  -0.98270  0.58272  0.458
H  3.06023  0.29104  -1.28551  0.426

Forces on atoms 1 to 2 (eV/Å):
Pt -0.64 -0.23 -0.28
S 0.08 -0.07 0.01

Values from the calculation:
Total charge: -1
HOMO energy (eV): -4.5
Energy above the lowest of the compared OMol25 structures with the same formula, charge and spin (kcal/mol): 38.3
HOMO-LUMO gap (eV): 6.2

=====

4.
ORCA calculation (ωB97M-V with the def2-TZVPD basis set) on C21H17CrF10N5O3 as an isolated structure.

Last column: Mulliken charge in e.
Positions of all 57 atoms, in Å:
Cr  -0.46716  -0.39502  0.15557  -0.837
C  0.59712  -1.52587  -2.44693  -1.352
N  -0.26464  -1.92827  -1.31461  1.061
C  0.36119  -3.03902  -0.59365  -1.297
C  1.51650  -2.47514  0.27432  -0.728
N  1.54873  -1.01699  0.16005  1.009
C  2.58804  -0.39509  0.78215  -0.169
C  3.10312  0.80598  0.25659  -0.008
F  2.58471  1.29301  -0.88869  -0.374
C  4.16288  1.50509  0.79888  0.030
F  4.59578  2.62733  0.20672  -0.326
C  4.81573  1.02481  1.92052  0.632
F  5.85062  1.69259  2.45698  -0.334
C  4.36735  -0.16048  2.46774  0.179
F  4.96268  -0.64652  3.56569  -0.320
C  3.28822  -0.83800  1.92276  0.101
F  2.91265  -1.95445  2.57657  -0.372
C  -1.61477  -2.18118  -1.83793  -1.218
C  -2.30158  -0.82441  -2.09687  -0.949
N  -1.51328  0.26659  -1.51092  0.740
C  -1.99393  1.52625  -1.69259  -0.222
C  -3.33563  1.91258  -1.86196  0.452
F  -4.33430  1.01130  -1.77071  -0.339
C  -3.73138  3.22343  -2.08593  0.075
F  -5.03721  3.50079  -2.20860  -0.316
C  -2.80899  4.24818  -2.14205  0.619
F  -3.19302  5.52368  -2.32498  -0.333
C  -1.47219  3.91995  -1.98608  0.160
F  -0.53892  4.87887  -2.07194  -0.318
C  -1.09346  2.60658  -1.79296  -0.191
F  0.23015  2.36475  -1.75478  -0.291
H  0.61394  -2.34707  -3.17441  0.305
H  1.59835  -1.31889  -2.08592  0.249
H  0.18753  -0.62958  -2.90142  0.317
H  0.71969  -3.79277  -1.30675  0.411
H  -0.40407  -3.50897  0.02550  0.304
H  2.47375  -2.89844  -0.05705  0.678
H  1.36631  -2.82626  1.29728  0.380
H  -2.16848  -2.74801  -1.09599  0.457
H  -1.54017  -2.77710  -2.75696  0.530
H  -3.30660  -0.89693  -1.68213  0.451
H  -2.39613  -0.65455  -3.17877  0.527
N  -0.03985  1.53912  0.92951  -0.245
C  -0.06743  1.61754  2.40600  -0.651
C  -0.28758  0.25222  3.04488  0.372
O  -0.45313  0.18957  4.26482  -0.797
N  -0.35933  -0.72781  2.15257  0.535
C  -1.03734  -1.93666  2.55516  -0.839
C  -2.09993  -2.21985  1.49903  0.436
O  -2.71697  -3.27327  1.46733  -0.732
O  -2.24913  -1.25637  0.63470  -0.291
H  0.91073  1.64545  0.59279  0.164
H  -0.55488  2.30900  0.51623  0.299
H  -0.91135  2.23514  2.71616  0.301
H  0.84187  2.07868  2.79710  0.328
H  -1.52673  -1.80081  3.52561  0.546
H  -0.37808  -2.80469  2.65236  0.200

Forces on atoms 1 to 2 (eV/Å):
Cr -0.11 -0.22 0.17
C -0.02 -0.12 0.07

Values from the calculation:
Total charge: -1
HOMO energy (spin up / spin down) (eV): -4.8 / -5.1
HOMO-LUMO gap (spin up / spin down) (eV): 7.2 / 7.5
<S²>: 3.78
Spin multiplicity: 4

=====

5.
ORCA calculation (ωB97M-V with the def2-TZVPD basis set) on C21H17MnO6S5 as an isolated structure at a distorted geometry.

Last column: Mulliken charge in e.
Positions of all 50 atoms, in Å:
Mn  -0.41439  -0.04870  -0.26630  0.458
O  -3.25548  0.78584  2.31149  -0.649
C  -2.42748  0.31080  1.57342  0.669
O  -1.86723  0.83924  0.53335  -0.639
C  -1.84128  -1.16925  1.81063  0.711
O  -2.14108  -1.82208  2.78564  -0.642
O  -1.02296  -1.48152  0.86104  -0.577
S  3.21980  1.39977  -2.61499  -0.302
C  1.87244  0.82924  -1.86896  0.288
S  1.66194  -0.80883  -1.36140  -0.340
S  0.47426  1.77266  -1.50024  -0.210
C  0.65978  -5.64360  4.16011  -1.533
C  0.92418  -4.22155  3.74891  0.904
C  0.66021  -3.17463  4.62376  -0.611
C  0.89080  -1.86337  4.24591  -0.421
C  1.39467  -1.59404  2.98361  0.573
C  1.67241  -2.62207  2.09800  -0.075
C  1.43802  -3.92732  2.48804  -0.954
S  1.57478  0.14400  2.55652  0.021
C  3.30211  0.09066  2.00204  -0.987
O  0.78292  0.49003  1.33167  -0.266
H  -0.15536  -5.68832  4.88165  0.385
H  1.54597  -6.08240  4.62488  0.300
H  0.39462  -6.25574  3.29867  0.366
H  0.23901  -3.38387  5.59961  0.330
H  0.65590  -1.04339  4.91351  0.379
H  2.04308  -2.40975  1.10666  0.175
H  1.63527  -4.73181  1.78928  0.361
H  3.37098  -0.51228  1.09873  0.254
H  3.90141  -0.32856  2.80918  0.420
H  3.60630  1.11355  1.78637  0.382
C  -5.20391  -3.16088  -7.49898  -0.756
C  -4.53116  -4.36926  -8.09813  0.611
O  -4.92580  -4.91624  -9.09522  -0.571
S  -3.09191  -5.07336  -7.30157  -0.136
C  -2.70765  -4.01020  -5.92280  -0.519
C  -3.19439  -4.30378  -4.65486  -0.110
C  -2.87555  -3.48487  -3.58562  -0.606
C  -2.05459  -2.36752  -3.76626  0.583
C  -1.55209  -2.09695  -5.04659  -0.593
C  -1.86965  -2.91560  -6.11427  -0.151
C  -1.68322  -1.52968  -2.67745  -0.027
C  -1.29557  -0.80357  -1.78876  -0.080
H  -5.33364  -2.41685  -8.28502  0.272
H  -4.66357  -2.72892  -6.66601  0.254
H  -6.19677  -3.46518  -7.16401  0.248
H  -3.82384  -5.17236  -4.51021  0.431
H  -3.25565  -3.70736  -2.59755  0.471
H  -0.90226  -1.24253  -5.18028  0.483
H  -1.47200  -2.71509  -7.10067  0.424

Forces on atoms 1 to 2 (eV/Å):
Mn 0.74 -0.18 0.04
O 0.16 0.22 -0.34

Values from the calculation:
Total charge: -1
HOMO energy (spin up / spin down) (eV): -5.5 / -5.5
Energy above the lowest of the compared OMol25 structures with the same formula, charge and spin (kcal/mol): 0.0
HOMO-LUMO gap (spin up / spin down) (eV): 6.6 / 7.6
<S²>: 4.11
Spin multiplicity: 4

=====

Number 1: calculated total energy -103410.0292 eV. Number 2: calculated total energy -228073.5593 eV. Number 3: calculated total energy -110812.3777 eV. Number 4: calculated total energy -91244.3735 eV. Number 5: calculated total energy -119836.1259 eV.